(1)
Formula: C16H31Cl10NO4
Source: OMol25
Level of theory: the ωB97M-V functional and the def2-TZVPD basis

Element x y z (Å)
O  5.99  -0.77  1.90
C  6.43  -1.28  0.88
O  7.68  -1.68  0.75
C  7.94  -2.24  -0.51
C  6.48  -2.32  -1.04
O  5.86  -1.36  -0.27
H  8.56  -1.63  -1.17
H  8.38  -3.23  -0.42
H  5.98  -3.27  -0.85
H  6.44  -1.96  -2.07
C  -6.51  5.85  -1.24
N  -6.46  7.08  -2.04
C  -6.45  8.32  -1.61
C  -6.38  8.52  -0.07
O  -6.45  9.27  -2.36
H  -5.64  5.82  -0.57
H  -6.28  5.00  -1.87
H  -7.43  5.66  -0.68
H  -6.43  6.92  -3.04
H  -5.42  8.13  0.28
H  -7.29  8.11  0.38
H  -6.28  9.59  0.13
Cl  2.71  4.19  10.85
C  3.49  3.45  9.41
C  2.45  3.06  8.34
Cl  1.40  1.72  8.82
H  4.05  2.57  9.71
H  4.25  4.15  9.05
H  2.94  2.71  7.42
H  1.81  3.91  8.12
Cl  -1.77  2.73  2.91
C  -0.59  2.20  1.66
C  -0.86  0.75  1.17
Cl  -2.51  0.71  0.51
H  0.40  2.19  2.11
H  -0.57  2.90  0.83
H  -0.92  0.03  1.98
H  -0.29  0.26  0.39
Cl  -5.57  -0.30  -6.48
C  -6.08  -1.98  -6.17
C  -7.07  -2.11  -4.98
Cl  -8.29  -0.89  -5.09
H  -5.21  -2.60  -5.98
H  -6.59  -2.29  -7.08
H  -6.57  -2.03  -4.02
H  -7.55  -3.09  -4.97
Cl  2.02  -6.18  3.90
C  1.99  -7.91  4.05
C  3.36  -8.50  4.38
Cl  4.47  -8.11  3.10
H  1.55  -8.27  3.12
H  1.24  -8.11  4.81
H  3.37  -9.56  4.60
H  3.82  -8.09  5.27
Cl  1.98  -3.62  -5.04
C  2.39  -2.81  -6.61
C  3.15  -3.63  -7.66
Cl  4.67  -4.28  -7.05
H  2.94  -1.89  -6.42
H  1.44  -2.41  -6.97
H  3.34  -3.00  -8.54
H  2.48  -4.42  -7.99

Output
**HOMO energy**: -9.32 eV
**LUMO energy**: 0.198 eV
**Frontier orbital gap**: 9.51 eV

(2)
Formula: C16H31ClFeN3O6
Source: OMol25
Level of theory: the ωB97M-V functional and the def2-TZVPD basis

Element x y z (Å)
Fe  0.86  -0.19  -1.19
Cl  -0.82  -3.43  -1.19
O  0.21  -4.43  -1.22
O  -1.37  -3.28  0.14
O  -0.20  -2.14  -1.54
O  -1.83  -3.73  -2.13
C  -2.65  1.50  -0.11
C  -1.62  0.75  0.74
C  -2.21  -0.49  1.40
O  -0.44  0.48  0.07
H  -2.47  2.56  -0.28
H  -3.59  1.42  0.47
H  -2.81  0.92  -1.02
H  -1.38  1.43  1.58
H  -3.02  -0.22  2.08
H  -1.40  -0.98  1.94
H  -2.65  -1.24  0.74
C  2.86  -1.57  -3.25
O  2.28  -0.62  -2.45
H  3.75  -2.02  -2.79
H  2.23  -2.47  -3.35
H  3.03  -1.24  -4.28
C  0.73  -3.34  4.73
C  0.64  -2.55  3.41
C  1.87  -2.85  2.57
C  1.92  -2.13  1.33
N  1.95  -1.55  0.34
H  0.71  -4.41  4.49
H  -0.10  -3.16  5.41
H  1.66  -3.13  5.25
H  0.59  -1.50  3.72
H  -0.26  -2.75  2.83
H  2.02  -3.90  2.27
H  2.78  -2.72  3.16
C  -2.88  3.16  -3.61
C  -2.98  2.01  -4.60
C  -1.63  1.34  -4.87
C  -0.81  1.03  -3.70
N  -0.18  0.79  -2.78
H  -2.71  2.75  -2.61
H  -3.82  3.70  -3.44
H  -2.08  3.87  -3.80
H  -3.31  2.36  -5.58
H  -3.75  1.31  -4.28
H  -1.01  1.85  -5.61
H  -1.94  0.38  -5.30
C  1.32  1.73  3.11
C  2.08  3.02  2.74
C  3.10  2.82  1.63
C  2.57  2.09  0.49
N  2.21  1.48  -0.41
H  0.52  1.84  3.84
H  1.95  0.88  3.36
H  0.84  1.43  2.16
H  2.54  3.43  3.64
H  1.28  3.72  2.51
H  3.95  2.22  1.97
H  3.47  3.78  1.25

Output
**HOMO energy (spin up / spin down)**: -8.93 / -8.28 eV
**2S+1**: 6
**LUMO energy (spin up / spin down)**: 0.358 / -0.895 eV
**Expectation value of S²**: 8.764
**Frontier orbital gap (spin up / spin down)**: 9.29 / 7.39 eV
**Energy relative to the best compared isomer or geometry (same formula, charge and spin)**: 0.0 kcal/mol